Below is 2 unconnected molecules or ions with the total composition C6H13O2 in a non-equilibrium geometry, with properties calculated with ωB97M-V/def2-TZVPD.

XYZ file:
```
21
Properties=species:S:1:pos:R:3:lowdin_charge:R:1
O 2.903 1.004 -1.062 -0.074
O -0.001 -2.635 -1.913 -0.377
C 0.743 -0.903 -0.368 -0.231
C 0.350 -0.151 0.898 -0.211
C -1.871 0.612 1.655 0.019
C -0.950 1.779 -0.281 -0.068
C -0.884 0.679 0.740 -0.376
C -0.159 -2.277 -0.648 -0.536
H 2.313 1.185 -0.329 -0.006
H 1.222 0.420 1.257 0.102
H 2.325 0.660 -1.748 0.024
H 0.172 -0.912 1.680 0.106
H 0.078 -2.956 0.171 0.059
H -2.734 1.222 1.729 0.039
H 0.611 -0.489 -1.370 0.072
H -1.076 2.692 0.275 0.062
H -1.796 1.653 -0.970 0.084
H -1.748 -0.252 2.287 0.045
H 1.758 -1.298 -0.511 0.091
H -1.282 -1.874 -0.643 0.097
H 0.027 1.840 -0.849 0.080
```

The frontier orbital gap comes out at 5.686 eV. Its net charge is -1. The spin multiplicity is 1. As for the total energy: -10525.87999 eV. Its LUMO energy is 3.53 eV. The calculation puts the maximum force at 4.2 eV Å⁻¹. The HOMO energy is -2.16 eV. For the relative energy (zero: lowest compared OMol25 entry of this formula, charge and spin), the calculation gives 369.0 kJ/mol.